1) {
  "formula": "C4H4Cl4",
  "method": "ωB97M-V with the def2-TZVPD basis set",
  "homo_lumo_gap_ev": 11.36,
  "molar_mass_g_mol": 193.888,
  "smiles": "Cl[C@@H]1CC(Cl)(Cl)[C@H]1Cl",
  "lumo_ev": 0.5,
  "elements": ["C", "C", "C", "C", "Cl", "Cl", "Cl", "Cl", "H", "H", "H", "H"],
  "positions_angstrom": [[-0.4044, -0.6027, 0.3339], [0.0172, 0.4397, -0.7837], [1.2411, 0.8152, 0.0484], [1.0165, -0.4242, 0.9806], [-1.0965, 1.8027, -1.0994], [2.9236, 0.8496, -0.7224], [2.1485, -1.7444, 0.7920], [0.8802, -0.1057, 2.7206], [-1.1081, -0.3039, 1.1628], [-0.5849, -1.6621, -0.1741], [0.2398, -0.1097, -1.7224], [1.3211, 1.8347, 0.5893]]
}

2) {
  "formula": "C4H4Cl4",
  "method": "ωB97M-V with the def2-TZVPD basis set",
  "homo_lumo_gap_ev": [8.51, 7.98],
  "molar_mass_g_mol": 193.888,
  "lumo_ev": [-0.5, -0.7],
  "elements": ["C", "C", "C", "C", "Cl", "Cl", "Cl", "Cl", "H", "H", "H", "H"],
  "positions_angstrom": [[0.9555, 0.3590, -0.2964], [-0.1067, -0.3731, -0.2068], [2.2681, -0.2984, -0.3218], [-2.5967, 0.4455, 0.5787], [0.8929, 2.0572, 0.1023], [-0.4760, -1.9526, -0.5630], [-3.2134, -1.1543, 0.4201], [-2.8698, 1.5594, -0.7546], [2.4512, -0.3787, 0.8142], [3.1313, 0.2944, -0.7164], [2.2365, -1.4285, -0.6427], [-2.6731, 0.8702, 1.5866]]
}

Most stable: 1)

1) {
  "formula": "C3H7NO2S",
  "method": "ωB97M-V with the def2-TZVPD basis set",
  "multiplicity": 2,
  "homo_lumo_gap_ev": [11.83, 5.01],
  "molar_mass_g_mol": 121.161,
  "lumo_ev": [-3.3, -9.1],
  "total_charge": 1,
  "elements": ["O", "C", "O", "C", "C", "S", "N", "H", "H", "H", "H", "H", "H", "H"],
  "positions_angstrom": [[-1.9604, 0.2702, -1.0034], [-1.0947, 0.8564, -0.4249], [-1.1908, 2.0750, 0.0575], [0.2379, 0.1853, -0.0303], [-0.0523, -1.2854, 0.4367], [1.1551, -1.8217, 1.5892], [1.1055, 0.3385, -1.1406], [-2.0142, 2.4551, -0.2976], [0.6309, 0.8175, 0.7705], [0.0156, -1.9156, -0.4400], [-1.0828, -1.3431, 0.7835], [1.1053, -0.7371, 2.3859], [1.0795, -0.4358, -1.7964], [2.0654, 0.5408, -0.8901]]
}

2) {
  "formula": "C3H7NO2S",
  "method": "ωB97M-V with the def2-TZVPD basis set",
  "multiplicity": 2,
  "homo_lumo_gap_ev": [11.57, 4.89],
  "molar_mass_g_mol": 121.161,
  "lumo_ev": [-3.5, -8.9],
  "total_charge": 1,
  "elements": ["C", "C", "S", "N", "C", "O", "O", "H", "H", "H", "H", "H", "H", "H"],
  "positions_angstrom": [[-0.6655, 0.6228, -0.2077], [-0.8733, -0.6926, 0.6290], [-1.9497, -0.5065, 2.0477], [0.7353, 0.9079, -0.2548], [1.4445, 0.2521, -1.3009], [2.4216, 1.0208, -1.7782], [1.1541, -0.8336, -1.6624], [-1.2162, 1.4552, 0.2196], [-1.0064, 0.3925, -1.2071], [-1.2973, -1.4498, -0.0429], [0.0228, -1.1744, 1.0249], [-1.4400, -1.5739, 2.6951], [1.2064, 1.1591, 0.6039], [2.5285, 0.8700, -2.7251]]
}

Most stable: 1)

1) {
  "formula": "C6H13N2",
  "method": "ωB97M-V with the def2-TZVPD basis set",
  "homo_lumo_gap_ev": 9.46,
  "molar_mass_g_mol": 113.184,
  "lumo_ev": -3.6,
  "total_charge": 1,
  "elements": ["C", "C", "C", "C", "C", "C", "N", "N", "H", "H", "H", "H", "H", "H", "H", "H", "H", "H", "H", "H", "H"],
  "positions_angstrom": [[-2.6810, 0.4834, 0.2122], [0.1877, -1.1225, -1.3569], [-2.5676, -0.4534, 1.1285], [1.0295, -1.3048, -0.0343], [0.3063, 0.3570, -1.1627], [1.9742, 0.9006, 1.0453], [-0.1841, 1.3787, -1.6340], [1.5468, 0.1380, -0.1798], [-2.7123, 0.4388, -0.8685], [-2.7096, 1.4717, 0.6846], [0.7180, -1.5109, -2.2132], [-0.8966, -1.5402, -1.3765], [-2.8063, -1.5210, 0.8666], [-2.0590, -0.2801, 2.1033], [0.3944, -1.4023, 0.8772], [1.7187, -2.0791, 0.1242], [2.7871, 1.5821, 0.6484], [1.0793, 1.5928, 1.4738], [2.2440, 0.3182, 1.8791], [0.2545, 2.3570, -1.4159], [2.3760, 0.1960, -0.8013]]
}

2) {
  "formula": "C6H13N2",
  "method": "ωB97M-V with the def2-TZVPD basis set",
  "homo_lumo_gap_ev": 9.81,
  "molar_mass_g_mol": 113.184,
  "smiles": "C=NC(=C)C[C@@H](C)[NH3+]",
  "lumo_ev": -3.3,
  "total_charge": 1,
  "elements": ["C", "C", "C", "C", "C", "C", "N", "N", "H", "H", "H", "H", "H", "H", "H", "H", "H", "H", "H", "H", "H"],
  "positions_angstrom": [[0.4820, 0.2086, -2.4760], [-0.1964, 0.2026, -1.0932], [0.8393, 0.0768, -0.0017], [0.0523, -0.1027, 1.3043], [-0.1694, -1.2989, 1.7842], [0.3116, 1.8847, 2.4544], [-0.4411, 1.1565, 1.7609], [-1.2191, -0.9536, -0.9675], [1.4023, -0.4438, -2.5422], [-0.2154, -0.3570, -3.1768], [0.6528, 1.3477, -2.6855], [-0.9068, 1.0584, -0.9834], [1.5494, -0.8051, -0.1583], [1.4343, 0.9379, 0.1454], [-0.5788, -1.7488, 2.6299], [0.1311, -2.2592, 1.2314], [-0.0563, 2.8423, 2.8907], [1.3958, 1.6220, 2.7381], [-0.7878, -1.8271, -1.2487], [-1.6374, -0.9257, -0.0746], [-2.0424, -0.6155, -1.5315]]
}

3) {
  "formula": "C6H13N2",
  "method": "ωB97M-V with the def2-TZVPD basis set",
  "homo_lumo_gap_ev": 9.42,
  "molar_mass_g_mol": 113.184,
  "smiles": "C=N/C=C/C[C@H](C)[NH3+]",
  "lumo_ev": -3.3,
  "total_charge": 1,
  "elements": ["C", "C", "C", "C", "C", "N", "C", "N", "H", "H", "H", "H", "H", "H", "H", "H", "H", "H", "H", "H", "H"],
  "positions_angstrom": [[2.2832, 1.6478, 0.4942], [1.1339, 0.8439, -0.0645], [0.2844, 0.1335, 0.9869], [-0.9012, -0.5861, 0.3655], [-0.7766, -1.6357, -0.4395], [-1.8064, -2.2919, -1.1143], [-2.6688, -2.9233, -0.4443], [0.1907, 1.7790, -0.8261], [2.9742, 2.0128, -0.2606], [2.8546, 1.0354, 1.1951], [1.9176, 2.4213, 1.1775], [1.4734, 0.1378, -0.8197], [0.0385, 0.8371, 1.7814], [0.8788, -0.6744, 1.4086], [-1.8860, -0.1574, 0.5127], [0.1964, -2.0105, -0.7515], [-3.4208, -3.5142, -0.9560], [-2.6711, -2.9953, 0.6467], [-0.0946, 2.5539, -0.2230], [0.6422, 2.1769, -1.6487], [-0.6424, 1.2095, -1.0205]]
}

Most stable: 3)

1) {
  "formula": "C8H17N4",
  "method": "ωB97M-V with the def2-TZVPD basis set",
  "homo_lumo_gap_ev": 7.94,
  "molar_mass_g_mol": 169.252,
  "lumo_ev": -3.0,
  "total_charge": 1,
  "elements": ["C", "C", "C", "C", "C", "C", "C", "C", "N", "N", "N", "N", "H", "H", "H", "H", "H", "H", "H", "H", "H", "H", "H", "H", "H", "H", "H", "H", "H"],
  "positions_angstrom": [[-0.5709, 0.9730, 1.3658], [0.6016, 0.5300, 2.1270], [-2.1157, 2.8955, 1.2686], [0.7162, -1.7519, 1.4652], [-0.4377, -0.9859, -0.5922], [1.4976, -1.0362, -2.1129], [0.4368, 1.0950, -1.8843], [0.6715, -0.1914, -1.1531], [-1.2554, 1.9821, 1.4415], [0.5096, -0.8132, 2.5369], [-0.3160, -1.7433, 0.4535], [-1.5223, -1.0031, -1.3722], [1.5473, 0.7184, 1.6131], [0.4626, 1.2014, 3.0384], [-2.8999, 2.9628, 1.9836], [-2.2859, 3.5083, 0.3666], [1.6271, -1.4022, 1.0533], [0.7659, -2.8081, 1.8420], [1.8684, -2.0561, -1.7534], [2.3608, -0.5681, -2.4231], [0.8965, -1.1744, -3.0172], [0.7407, 1.0583, -2.9330], [1.1425, 1.9136, -1.5171], [-0.4447, 1.5247, -1.9983], [1.3875, 0.2349, -0.2961], [-0.3763, -1.1447, 3.0426], [-1.0576, -2.2255, 0.9177], [-2.4608, -1.2625, -1.1977], [-1.4896, -0.4314, -2.2651]]
}

2) {
  "formula": "C8H17N4",
  "method": "ωB97M-V with the def2-TZVPD basis set",
  "homo_lumo_gap_ev": 8.15,
  "molar_mass_g_mol": 169.252,
  "lumo_ev": -5.0,
  "total_charge": 1,
  "elements": ["C", "C", "C", "C", "C", "C", "C", "C", "N", "N", "N", "N", "H", "H", "H", "H", "H", "H", "H", "H", "H", "H", "H", "H", "H", "H", "H", "H", "H"],
  "positions_angstrom": [[-2.7474, 1.6155, 0.8227], [-3.4042, -1.2438, 0.0367], [-3.2563, -0.0846, -0.9387], [3.4867, -0.5537, -0.1353], [0.4780, 0.4006, -1.4828], [2.8063, 0.7290, 0.4971], [1.2803, 0.6806, 0.8308], [0.5638, -0.1345, -0.1842], [-2.0435, 0.9747, 1.7064], [-2.0572, -1.2262, 0.6898], [-2.3731, 0.8238, -0.2991], [-1.5870, 0.0794, 0.7062], [-3.2553, 2.6317, 0.8334], [-4.1807, -1.1702, 0.7391], [-3.3929, -2.3337, -0.4204], [-2.9721, -0.2935, -2.0489], [-4.1937, 0.4893, -1.0732], [3.6570, -0.8072, -1.1442], [3.1318, -1.4375, 0.3888], [4.5140, -0.4826, 0.3606], [1.5279, 0.6915, -1.9833], [0.1281, -0.2701, -2.1382], [-0.0982, 1.3352, -1.6267], [2.9931, 1.6149, -0.1594], [3.4197, 0.9525, 1.3640], [0.8705, 1.7257, 1.1017], [1.0665, 0.0553, 1.7530], [0.3302, -1.1104, 0.1266], [-1.9658, -1.6144, 1.5738]]
}

Most stable: 1)

1) {
  "formula": "C3H11N2",
  "method": "ωB97M-V with the def2-TZVPD basis set",
  "multiplicity": 2,
  "homo_lumo_gap_ev": [13.56, 7.82],
  "molar_mass_g_mol": 75.135,
  "lumo_ev": [-8.1, -13.8],
  "total_charge": 2,
  "elements": ["C", "C", "C", "N", "N", "H", "H", "H", "H", "H", "H", "H", "H", "H", "H", "H"],
  "positions_angstrom": [[-0.5842, 1.2804, -0.1748], [0.4861, 0.6954, 0.8748], [0.6233, -0.8637, 0.9206], [-0.1312, -1.8102, 0.1325], [-0.4340, 0.6643, -1.4797], [-0.5259, 2.3591, -0.3361], [-1.5931, 1.1136, 0.2694], [0.0055, 0.9099, 1.8218], [1.3814, 1.3194, 0.6443], [1.6681, -1.1330, 0.5941], [0.6594, -1.2237, 1.9865], [0.4417, -2.3702, -0.4960], [-0.7154, -2.3968, 0.7601], [0.4936, 0.7005, -1.9463], [-0.6732, -0.3392, -1.4374], [-1.1022, 1.0942, -2.1338]]
}

2) {
  "formula": "C3H11N2",
  "method": "ωB97M-V with the def2-TZVPD basis set",
  "multiplicity": 2,
  "homo_lumo_gap_ev": [11.65, 9.39],
  "molar_mass_g_mol": 75.135,
  "lumo_ev": [-8.9, -12.7],
  "total_charge": 2,
  "elements": ["C", "N", "H", "H", "H", "H", "H", "H", "C", "C", "N", "H", "H", "H", "H", "H"],
  "positions_angstrom": [[0.2313, -2.3139, -1.0742], [-0.7093, -1.1848, -0.7390], [0.5493, -2.8550, -0.1883], [-0.3151, -3.0014, -1.7148], [1.0730, -1.8877, -1.6126], [-0.1997, -0.3783, -0.2568], [-1.4806, -1.4834, -0.1369], [-1.1275, -0.8649, -1.6159], [-0.3401, 2.7670, 0.9520], [-0.0315, 1.4373, 1.2226], [0.8716, 0.7207, 0.4956], [0.0504, 3.2925, 0.0848], [-1.0551, 3.2859, 1.5825], [-0.4257, 0.9060, 2.0846], [1.5505, 0.2338, 1.0875], [1.3585, 1.3261, -0.1710]]
}

Most stable: 2)

1) {
  "formula": "C4H10NO",
  "method": "ωB97M-V with the def2-TZVPD basis set",
  "multiplicity": 2,
  "homo_lumo_gap_ev": [6.86, 9.28],
  "molar_mass_g_mol": 88.130,
  "lumo_ev": [0.8, 0.8],
  "elements": ["C", "C", "C", "C", "N", "H", "H", "H", "H", "H", "H", "H", "H", "H", "H", "O"],
  "positions_angstrom": [[-0.5010, -1.1219, -0.1308], [-0.2511, 0.3866, -0.5358], [0.9555, 1.0243, -0.5613], [-2.6051, 0.5152, -1.5127], [-1.4833, 1.1108, -1.0200], [-1.0595, -1.6212, -0.9498], [0.4242, -1.6760, 0.0296], [-1.1572, -0.9784, 0.8076], [1.1653, 2.1045, -0.4456], [1.8485, 0.4141, -0.8620], [-3.2787, 1.1088, -2.0753], [-2.9415, -0.3938, -1.0639], [-1.3166, 2.0324, -1.3055], [3.0944, -1.1775, 3.8345], [3.6024, -0.7111, 2.6748], [3.0515, -1.4628, 2.8674]]
}

2) {
  "formula": "C4H10NO",
  "method": "ωB97M-V with the def2-TZVPD basis set",
  "multiplicity": 2,
  "homo_lumo_gap_ev": [6.61, 10.23],
  "molar_mass_g_mol": 88.130,
  "lumo_ev": [0.7, 0.7],
  "elements": ["C", "C", "O", "C", "H", "H", "H", "H", "H", "H", "C", "N", "H", "H", "H", "H"],
  "positions_angstrom": [[1.1147, -0.8288, 0.8632], [0.6547, 0.4065, 0.7149], [-0.3505, 0.8937, 1.5481], [1.2892, 1.4604, -0.1369], [2.0745, -1.1103, 0.4484], [0.5954, -1.6158, 1.3947], [0.0942, 1.3962, 2.2393], [1.8994, 1.0288, -0.9270], [0.5147, 2.0892, -0.5783], [1.9011, 2.1245, 0.4818], [-2.1953, -0.5826, -0.8650], [-1.0703, -1.2911, -1.2231], [-2.9793, -0.4816, -1.5955], [-2.2171, -0.2236, 0.1517], [-0.2406, -1.1895, -0.6658], [-1.0848, -2.0760, -1.8505]]
}

Most stable: 2)